(1)
Here is a 2-piece molecular cluster, C3H3N3O overall in a non-equilibrium geometry from OMol25. Energies are from ωB97M-V/def2-TZVPD.

Output
LUMO level (spin up / spin down): -1.3 / -1.8 eV
Relative energy (zero: lowest compared OMol25 entry of this formula, charge and spin): 6.2709 eV
HOMO (spin up / spin down): -0.354 / -0.338 Eh
Kohn-Sham gap (spin up / spin down): 8.319 / 7.367 eV
Net charge: 0

Atoms and positions in Å:
C -1.3759 -1.7216 2.8217
C 1.3668 -1.6447 -0.6332
C 0.1729 0.6760 -1.3372
N -2.4788 -1.6053 2.4859
N 2.1752 -2.2340 -1.2224
N 0.7716 -0.9030 0.2396
O 0.2385 0.3051 -0.1046
H 0.3230 0.0765 -2.2338
H 0.0055 1.7717 -1.4976
H -0.3760 -1.9255 3.2151


(2)
Here is a 2-piece molecular cluster, FH2O overall in a non-equilibrium geometry from OMol25. Energies are from ωB97M-V/def2-TZVPD.

Output
LUMO level: 5.8 eV
Relative energy (zero: lowest compared OMol25 entry of this formula, charge and spin): 0.2643 eV
HOMO: -0.136 Eh
Kohn-Sham gap: 9.519 eV
Net charge: -1

Atoms and positions in Å:
O -0.4516 -0.5448 -0.2848
H 0.2521 -0.6215 -0.9683
H -0.0711 0.0544 0.3967
F 0.2707 1.1119 0.8563


(3)
Here is C23H42Cl3N4O3PbSi as an isolated structure in a non-equilibrium geometry from OMol25. Energies are from ωB97M-V/def2-TZVPD.

Output
LUMO level: 2.5 eV
HOMO: -0.179 Eh
Kohn-Sham gap: 7.386 eV
Net charge: -1

Atoms and positions in Å:
C 2.3823 -2.6009 -2.2605
C 1.8464 -1.7278 -3.3336
H 1.9823 -3.6260 -2.3155
H 2.0488 -2.1495 -1.2838
H 3.4874 -2.6704 -2.2477
C 1.7939 -2.1579 -4.6144
C 2.1172 -3.5519 -5.0333
H 1.5918 -1.4727 -5.4427
H 1.6424 -4.3170 -4.3993
H 3.2023 -3.7401 -5.0279
H 1.7673 -3.6840 -6.0661
Pb 0.9774 -0.0844 1.9682
Cl 3.0440 1.4096 2.0329
Cl 1.6751 -2.2177 0.6000
C -0.3529 3.4552 1.7910
O -1.2318 2.6387 2.0987
N -0.6118 4.6477 1.2163
C -1.9666 4.9491 0.8191
C 0.4568 5.4998 0.7322
H 0.7289 3.2794 1.9764
H -2.6688 4.6230 1.5899
H -2.2450 4.4502 -0.1192
H -2.0516 6.0227 0.6611
H 1.3296 5.3641 1.3821
H 0.1056 6.5376 0.7488
H 0.7374 5.2254 -0.2963
H 0.4890 -4.5425 2.6760
H -0.5715 -3.5589 0.3276
C -0.5451 -4.8878 2.8328
C -1.4824 -4.0244 0.7363
N -1.4812 -3.9864 2.1748
H -0.7607 -4.8931 3.9070
C -2.1330 -2.9937 2.8380
O -2.7393 -2.0544 2.3183
H -2.3667 -3.5261 0.3324
H -2.0507 -3.0897 3.9399
H -0.6728 -5.8935 2.4159
H -1.4873 -5.0741 0.4277
O 0.5022 -0.3652 -1.8177
C 1.4357 -0.3072 -2.9049
C -0.0694 0.1555 -4.9121
C 0.9829 0.5503 -4.0808
H -0.5718 -0.8004 -4.7479
C -0.4641 0.9802 -5.9716
H 2.3743 0.0881 -2.4749
C 1.7214 1.7019 -4.3875
H -1.2995 0.6643 -6.6027
C 0.2265 2.1631 -6.2302
C 1.3504 2.5035 -5.4664
H 2.5869 1.9216 -3.7588
H -0.1183 2.8142 -7.0353
H 1.9574 3.3752 -5.7168
Si -0.9452 0.5514 -1.6198
Cl 0.7985 -2.2636 3.7183
C -2.3198 -0.1428 -2.6933
C -0.6256 2.3662 -2.0400
C -1.4707 0.4416 0.1493
H -2.3477 0.2861 -3.7058
H -3.2865 0.0822 -2.2101
H -2.2314 -1.2383 -2.7674
H -1.2289 -0.5624 0.5425
H -2.5569 0.6444 0.2619
H -0.9715 1.2352 0.7539
H -0.4215 2.5350 -3.1050
H 0.2384 2.7441 -1.4735
H -1.4884 2.9965 -1.7783
C 0.9075 0.8383 8.1268
N 0.2605 -0.0358 7.1515
C -0.5664 -1.1390 7.6417
C 0.3429 0.2306 5.8694
N 0.4202 0.4918 4.7259
H 0.9162 0.3047 9.0816
H 0.3518 1.7837 8.2424
H 1.9375 1.0653 7.8104
H -1.6243 -0.8351 7.7019
H -0.4789 -2.0114 6.9760
H -0.2109 -1.3916 8.6444


(4)
Here is C12H22N2O2 in the gas phase in a non-equilibrium geometry from OMol25. Energies are from ωB97M-V/def2-TZVPD.

Output
LUMO level: 0.9 eV
Relative energy (zero: lowest compared OMol25 entry of this formula, charge and spin): 12.4438 eV
HOMO: -0.320 Eh
Kohn-Sham gap: 9.589 eV
SMILES: O=C(NC[C@@H]1CCCO1)NC1CCCCC1
Net charge: 0

Atoms and positions in Å:
O 0.1479 -1.9343 -0.5278
C 0.2351 -0.9489 0.0801
N 1.0360 -0.4532 1.0104
C 2.3965 -1.0463 0.7447
C 3.2667 -0.3671 -0.3745
C 4.6948 -0.5736 -0.7177
C 5.6058 0.4330 -0.4021
C 4.7602 1.2305 0.4532
O 3.4120 0.9745 0.2026
N -0.8475 -0.0363 0.1778
C -2.2760 -0.6676 -0.4856
C -2.9230 0.5863 -1.1086
C -4.4765 0.4491 -1.0773
C -5.0417 0.8118 0.0140
C -4.1535 0.3188 1.1631
C -3.2413 -0.9463 0.7737
H 1.1761 0.5277 1.2184
H 2.3049 -1.9004 -0.1387
H 3.0857 -1.1934 1.5040
H 2.6629 -0.0063 -1.0166
H 4.6376 -1.1725 -1.5828
H 4.9333 -1.5231 -0.1525
H 6.5804 0.3101 -0.1886
H 5.6901 1.2613 -1.3516
H 5.0430 2.3643 0.6102
H 4.9427 0.7760 1.5866
H -0.9343 0.5782 0.8643
H -2.1534 -1.3572 -1.0684
H -2.4890 1.7279 -0.7542
H -2.4575 0.7091 -2.0399
H -4.6171 -0.5711 -1.5780
H -4.8083 1.2643 -1.8649
H -5.2397 1.8356 0.1605
H -6.0449 0.2303 0.3046
H -4.6733 -0.1651 2.0172
H -3.4037 1.1813 1.6060
H -4.0146 -1.4727 0.4309
H -2.8166 -1.2348 1.5075


no.,molar mass (g/mol),DFT total energy (eV)
1,97.08,-9671.18332
2,37.01,-4798.00579
3,764.26,-87333.20106
4,226.32,-19864.86325